Record 1
{"formula": "C44H34As2MgN5O6S2", "method": "ωB97M-V/def2-TZVPD", "species": ["Mg", "C", "C", "C", "C", "N", "C", "C", "C", "C", "C", "C", "N", "C", "C", "C", "C", "C", "N", "H", "H", "H", "H", "H", "H", "H", "H", "H", "H", "H", "O", "As", "O", "O", "C", "C", "C", "C", "C", "C", "S", "O", "O", "O", "H", "H", "H", "H", "H", "C", "C", "C", "C", "C", "C", "As", "C", "C", "C", "C", "C", "C", "C", "C", "C", "C", "C", "C", "H", "H", "H", "H", "H", "H", "H", "H", "H", "H", "H", "H", "H", "C", "C", "C", "C", "N", "C", "S", "N", "H", "H", "H", "H", "H"], "xyz": [[1.1312, -0.9339, 0.4012], [-1.2950, -2.3569, 3.8082], [-1.4761, -1.2111, 4.5639], [-0.7877, -0.0566, 4.2272], [0.0511, -0.0918, 3.1256], [0.1911, -1.1872, 2.3730], [-0.4479, -2.3053, 2.7115], [0.7928, 1.1016, 2.6407], [0.9401, 2.2783, 3.3615], [1.5528, 3.3499, 2.7419], [1.9309, 3.2531, 1.4125], [1.7466, 2.0435, 0.7657], [1.2706, 0.9808, 1.4079], [1.9320, 1.8331, -0.6967], [2.5101, 2.7688, -1.5425], [2.5678, 2.4914, -2.8975], [2.0612, 1.2912, -3.3675], [1.5170, 0.4059, -2.4520], [1.4462, 0.6776, -1.1552], [-1.8134, -3.2770, 4.0393], [-2.1577, -1.2086, 5.4054], [-0.9468, 0.8688, 4.7593], [-0.2889, -3.1691, 2.0709], [0.5490, 2.3676, 4.3628], [1.6685, 4.2866, 3.2707], [2.3054, 4.1167, 0.8837], [2.9033, 3.6962, -1.1524], [3.0067, 3.2079, -3.5799], [2.0877, 1.0385, -4.4181], [1.1229, -0.5593, -2.7485], [-0.9070, -4.0752, -2.2808], [0.0966, -3.7048, -0.8668], [-0.4446, -4.5834, 0.3993], [0.0472, -2.0320, -0.7730], [1.8072, -4.2443, -1.6190], [1.7616, -5.1052, -2.7123], [2.9284, -5.5573, -3.3121], [4.1602, -5.1565, -2.8224], [4.2219, -4.3046, -1.7307], [3.0556, -3.8473, -1.1338], [3.2563, -2.7390, 0.2547], [4.5565, -3.0095, 0.8022], [2.1045, -2.9803, 1.1264], [3.0953, -1.3717, -0.2963], [-1.8190, -4.1514, -1.9663], [0.7993, -5.4157, -3.0939], [2.8694, -6.2276, -4.1605], [5.0746, -5.5105, -3.2815], [5.1711, -3.9947, -1.3160], [-4.9837, -4.2674, -0.8688], [-3.8128, -4.3053, -0.1272], [-3.2012, -3.1157, 0.2610], [-3.7390, -1.8859, -0.0987], [-4.9157, -1.8595, -0.8443], [-5.5366, -3.0401, -1.2222], [-2.7207, -0.2624, 0.4043], [-4.2601, 0.8592, 0.8058], [-4.9460, 0.9314, 2.0065], [-6.0296, 1.7924, 2.1299], [-6.4108, 2.5857, 1.0548], [-5.7071, 2.5379, -0.1394], [-4.6266, 1.6734, -0.2716], [-3.7983, 1.4992, -1.4818], [-3.9448, 2.1849, -2.6822], [-3.1050, 1.8955, -3.7482], [-2.1229, 0.9184, -3.6296], [-1.9638, 0.2335, -2.4313], [-2.7941, 0.5339, -1.3650], [-5.4655, -5.1880, -1.1759], [-3.3539, -5.2473, 0.1484], [-2.2749, -3.1687, 0.8191], [-5.3460, -0.9088, -1.1395], [-6.4501, -3.0056, -1.8041], [-4.6363, 0.3235, 2.8492], [-6.5696, 1.8535, 3.0669], [-7.2559, 3.2568, 1.1537], [-5.9976, 3.1814, -0.9612], [-4.7036, 2.9510, -2.7873], [-3.2176, 2.4356, -4.6807], [-1.4795, 0.6937, -4.4725], [-1.2085, -0.5367, -2.3202], [-5.2334, 5.6311, 2.8711], [-4.1798, 4.5840, 3.1011], [-4.0459, 3.9425, 4.3298], [-3.0264, 3.0087, 4.4027], [-2.2282, 2.7060, 3.3950], [-2.4412, 3.3538, 2.2092], [-1.5097, 2.9157, 0.8440], [-3.4031, 4.3032, 2.0701], [-5.7476, 5.8989, 3.7948], [-5.9646, 5.2557, 2.1529], [-4.7780, 6.5205, 2.4356], [-4.6852, 4.1653, 5.1731], [-2.8451, 2.4729, 5.3350]], "energy_ha": -7890.6936, "total_charge": -1, "multiplicity": 1, "relative_energy_kcal_mol": 4.1}

=====

Record 2
{"formula": "C16H30GeN8O7PS2Y", "method": "ωB97M-V/def2-TZVPD", "species": ["Y", "N", "C", "S", "N", "N", "C", "C", "C", "C", "C", "C", "N", "H", "H", "H", "H", "H", "H", "H", "N", "C", "N", "N", "C", "N", "H", "H", "H", "H", "C", "O", "P", "O", "C", "O", "C", "H", "H", "H", "H", "H", "H", "H", "H", "H", "C", "Ge", "C", "C", "C", "H", "H", "H", "H", "H", "H", "H", "H", "H", "H", "O", "S", "O", "O", "O"], "xyz": [[0.3651, 0.2270, 0.0032], [2.2879, 3.9914, 2.3558], [1.6277, 3.0968, 1.4549], [2.6153, 1.8127, 0.7955], [0.3841, 3.3109, 1.2512], [-0.2893, 2.3815, 0.4635], [-1.4587, 2.9215, -0.0481], [-2.2505, 2.1471, -0.8308], [-3.4808, 2.6093, -1.4361], [-4.2511, 1.7777, -2.1671], [-3.8263, 0.4113, -2.3414], [-2.6335, 0.0313, -1.7865], [-1.8083, 0.8124, -1.0536], [3.2516, 4.1086, 2.0717], [1.8004, 4.8802, 2.3468], [-1.6851, 3.9619, 0.1625], [-3.7610, 3.6468, -1.2779], [-5.1709, 2.1348, -2.6214], [-4.4008, -0.2983, -2.9221], [-2.3023, -0.9880, -1.9381], [0.8250, -4.6585, 1.4114], [2.1487, -4.5281, 1.8384], [2.6841, -5.6563, 2.3560], [2.9074, -3.4717, 1.7698], [2.2868, -2.3437, 1.4497], [1.8301, -1.3102, 1.2230], [0.1840, -4.1816, 2.0400], [0.7553, -4.1995, 0.4820], [2.2188, -6.5092, 2.1034], [3.6798, -5.6682, 2.4942], [0.3973, -2.0330, 4.7089], [-0.8631, -1.4297, 4.4455], [-1.0413, -0.8754, 2.8970], [-0.0251, 0.3888, 2.8599], [-0.0635, 1.4627, 3.8089], [-2.4903, -0.2206, 3.1877], [-3.1150, 0.3717, 2.0178], [0.7241, -1.7235, 5.7025], [1.1610, -1.7253, 3.9881], [0.3107, -3.1243, 4.6936], [0.7292, 2.1526, 3.5311], [0.0936, 1.0684, 4.8152], [-1.0244, 1.9726, 3.7569], [-4.1507, 0.5597, 2.2892], [-3.0735, -0.3053, 1.1625], [-2.6226, 1.3060, 1.7373], [2.3246, 2.3167, -2.9550], [1.3316, 0.7241, -3.5389], [2.3024, 0.0561, -5.1448], [-0.4349, 1.2955, -4.1616], [1.2336, -0.5753, -2.0978], [2.5242, 2.9576, -3.8189], [3.2700, 2.0550, -2.4780], [1.7412, 2.8732, -2.2198], [2.3869, 0.8585, -5.8839], [1.7701, -0.7803, -5.6018], [3.3081, -0.2791, -4.8817], [-0.3349, 1.8504, -5.0990], [-0.9100, 1.9322, -3.4139], [-1.0896, 0.4384, -4.3225], [2.1907, -1.1121, -2.0439], [0.2348, -1.6096, -2.5727], [-0.2427, -2.6354, -1.4866], [-1.2773, -3.4080, -2.1219], [-0.7321, -1.8288, -0.3388], [0.9236, -3.4240, -1.0708]], "energy_ha": -4845.5760, "total_charge": -2, "multiplicity": 1, "relative_energy_kcal_mol": 54.0}